DFT (ωB97M-V/def2-TZVPD) results for 2 unconnected molecules or ions with the total composition C4H8P2 in a non-equilibrium geometry.

Net charge: 0
Energy above the lowest of the compared OMol25 structures with the same formula, charge and spin: 70.64 kcal per mole
Gap between HOMO and LUMO: 9.88 eV
SMILES: [H]/P=C/C.CC#P
LUMO level: 0.648 eV

CARTESIAN COORDINATES (ANGSTROEM)
H (-1.529, 0.632, 2.065)
P (-1.709, 1.729, 1.141)
C (-1.459, 0.834, -0.196)
C (-1.547, 1.372, -1.508)
H (-1.137, -0.274, -0.156)
H (-1.959, 2.342, -1.677)
H (-2.148, 0.666, -2.070)
H (-0.620, 1.407, -1.869)
C (2.449, -1.305, 1.003)
C (1.352, -1.760, 0.224)
P (0.089, -2.194, -0.566)
H (2.133, -0.285, 1.403)
H (3.388, -1.032, 0.554)
H (2.699, -2.132, 1.654)

***

DFT (ωB97M-V/def2-TZVPD) results for a molecular structure, C30H41N9Ti.

Net charge: +4
Energy above the lowest of the compared OMol25 structures with the same formula, charge and spin: 11.77 kcal per mole
Gap between HOMO and LUMO: 5.88 eV
LUMO level: -13.561 eV

CARTESIAN COORDINATES (ANGSTROEM)
Ti (-0.408, -0.475, 0.431)
C (-1.040, -1.950, -3.874)
C (-1.133, -1.370, -2.499)
N (-0.435, -1.750, -1.496)
C (0.517, -2.863, -1.674)
C (1.572, -2.804, -0.608)
N (0.948, -2.399, 0.681)
C (0.277, -3.577, 1.327)
C (-1.205, -3.552, 1.057)
N (-1.732, -2.163, 1.218)
C (-2.348, -1.899, 2.576)
C (-2.263, -0.402, 2.927)
N (-2.088, 0.239, 1.614)
C (-3.028, 0.938, 1.096)
C (-4.131, 1.617, 1.830)
C (-3.040, 0.867, -0.388)
C (-4.027, 1.401, -1.185)
C (-4.035, 1.068, -2.537)
C (-3.082, 0.184, -3.030)
C (-2.127, -0.312, -2.166)
N (-2.092, 0.050, -0.879)
H (-1.516, -2.936, -3.904)
H (-0.003, -2.093, -4.173)
H (-1.518, -1.324, -4.621)
H (0.994, -2.845, -2.649)
H (-0.043, -3.798, -1.628)
H (2.339, -2.087, -0.855)
H (2.056, -3.771, -0.506)
H (1.714, -2.107, 1.279)
H (0.486, -3.570, 2.388)
H (0.703, -4.505, 0.951)
H (-1.721, -4.233, 1.731)
H (-1.430, -3.880, 0.048)
H (-2.478, -2.074, 0.538)
H (-1.843, -2.509, 3.321)
H (-3.383, -2.228, 2.551)
H (-1.442, -0.174, 3.593)
H (-3.177, -0.084, 3.412)
H (-3.898, 1.782, 2.877)
H (-5.064, 1.045, 1.758)
H (-4.322, 2.590, 1.369)
H (-4.782, 2.059, -0.773)
H (-4.798, 1.470, -3.195)
H (-3.116, -0.126, -4.065)
N (1.549, 2.173, 1.818)
C (1.478, 1.051, 2.590)
C (2.276, 1.053, 3.747)
C (2.219, 0.018, 4.631)
C (1.316, -1.031, 4.372)
C (0.602, -0.980, 3.227)
N (0.689, 0.011, 2.275)
C (0.693, 2.725, 0.870)
C (0.848, 4.098, 0.660)
C (0.172, 4.716, -0.358)
C (-0.626, 3.927, -1.185)
C (-0.746, 2.599, -0.893)
N (-0.148, 1.972, 0.162)
H (2.189, 2.852, 2.192)
H (2.916, 1.908, 3.938)
H (2.823, 0.027, 5.533)
H (1.181, -1.855, 5.064)
H (-0.109, -1.752, 3.026)
H (1.510, 4.664, 1.307)
H (0.284, 5.781, -0.531)
H (-1.129, 4.339, -2.051)
H (-1.292, 1.984, -1.577)
C (4.649, 0.404, -1.399)
C (3.348, 0.890, -2.076)
C (3.286, 2.432, -2.113)
C (3.210, 0.292, -3.494)
C (2.215, 0.409, -1.268)
N (1.324, 0.054, -0.638)
H (5.488, 0.800, -1.974)
H (4.725, -0.686, -1.400)
H (4.736, 0.775, -0.375)
H (4.124, 2.786, -2.715)
H (3.383, 2.860, -1.112)
H (2.361, 2.787, -2.575)
H (4.064, 0.630, -4.083)
H (2.300, 0.638, -3.990)
H (3.232, -0.801, -3.475)

***

DFT (ωB97M-V/def2-TZVPD) results for a molecular structure, C24H41N2O3S3SbSi2Sn in a non-equilibrium geometry.

Net charge: +2
Gap between HOMO and LUMO (alpha / beta): 7.24 / 6.54 eV
LUMO level (alpha / beta): -6.083 / -7.036 eV

CARTESIAN COORDINATES (ANGSTROEM)
Sn (-0.756, -0.301, -0.946)
C (2.566, 0.354, 3.071)
Si (1.491, 1.745, 2.357)
C (2.322, 3.396, 1.962)
C (-0.274, 1.755, 3.061)
C (0.652, 2.317, -0.654)
C (-0.670, 2.719, -0.376)
C (-1.069, 4.059, -0.559)
C (-2.356, 4.429, -0.262)
C (-3.251, 3.460, 0.203)
C (-2.812, 2.160, 0.320)
N (-1.567, 1.785, 0.042)
Si (1.576, 2.960, -2.202)
C (2.550, 4.567, -1.965)
C (2.647, 1.465, -2.677)
C (0.209, 3.086, -3.532)
H (3.054, 0.692, 3.981)
H (3.350, 0.065, 2.367)
H (1.982, -0.531, 3.315)
H (2.706, 3.870, 2.860)
H (1.644, 4.101, 1.489)
H (3.167, 3.243, 1.295)
H (-0.246, 1.908, 4.135)
H (-0.792, 0.814, 2.877)
H (-0.884, 2.550, 2.644)
H (-0.343, 4.772, -0.907)
H (-2.673, 5.453, -0.381)
H (-4.263, 3.719, 0.460)
H (-3.462, 1.361, 0.658)
H (3.442, 4.409, -1.366)
H (1.965, 5.362, -1.513)
H (2.875, 4.921, -2.940)
H (3.423, 1.305, -1.937)
H (3.132, 1.621, -3.633)
H (2.036, 0.558, -2.752)
H (-0.510, 3.870, -3.323)
H (-0.341, 2.147, -3.635)
H (0.652, 3.306, -4.498)
C (1.521, -3.350, -3.173)
S (1.268, -3.502, -1.379)
C (2.824, -2.676, -0.917)
O (0.198, -2.470, -1.059)
H (2.432, -3.875, -3.444)
H (1.584, -2.299, -3.444)
H (0.688, -3.814, -3.691)
H (3.644, -3.239, -1.351)
H (2.908, -2.676, 0.165)
H (2.812, -1.655, -1.288)
C (-2.437, -4.184, 0.926)
Sb (-2.731, -2.086, 0.558)
C (-3.696, -2.298, -1.357)
C (-4.524, -1.800, 1.728)
H (-3.372, -4.706, 0.750)
H (-2.124, -4.345, 1.952)
H (-1.675, -4.562, 0.254)
H (-4.562, -2.948, -1.282)
H (-2.992, -2.729, -2.067)
H (-4.017, -1.324, -1.725)
H (-5.186, -2.645, 1.574)
H (-5.028, -0.890, 1.418)
H (-4.276, -1.730, 2.782)
O (6.237, 3.248, 0.768)
S (5.970, 2.238, -0.197)
O (5.875, 2.566, -1.581)
N (4.448, 1.462, 0.281)
C (4.692, 0.298, 0.583)
S (1.244, 0.864, 0.160)
C (6.003, -0.286, 0.483)
C (6.436, -1.585, 0.694)
C (7.779, -1.877, 0.493)
C (8.667, -0.890, 0.088)
C (8.232, 0.418, -0.144)
C (6.908, 0.700, 0.061)
H (5.740, -2.348, 1.008)
H (8.136, -2.884, 0.648)
H (9.708, -1.134, -0.056)
H (8.917, 1.180, -0.485)

***

DFT (ωB97M-V/def2-TZVPD) results for 7 unconnected molecules or ions with the total composition C15H33Cl12N4 in a non-equilibrium geometry.

Net charge: +1
Gap between HOMO and LUMO: 9.47 eV
LUMO level: -2.945 eV

CARTESIAN COORDINATES (ANGSTROEM)
C (4.007, -2.190, 2.280)
C (2.486, -2.121, 1.963)
C (1.850, -3.451, 2.392)
C (2.245, -1.847, 0.465)
C (1.191, -0.795, 0.115)
N (-0.154, -1.408, 0.360)
C (-1.082, -0.846, 1.136)
N (-2.177, -1.602, 1.532)
N (-1.001, 0.445, 1.502)
C (0.393, 0.798, 1.936)
C (1.309, 0.607, 0.746)
C (2.743, 1.061, 1.024)
N (3.579, 0.934, -0.182)
H (4.621, -1.954, 1.414)
H (4.291, -3.181, 2.626)
H (4.286, -1.491, 3.067)
H (2.096, -1.331, 2.601)
H (2.392, -4.265, 1.912)
H (0.791, -3.513, 2.136)
H (1.971, -3.580, 3.466)
H (1.901, -2.786, 0.018)
H (3.152, -1.600, -0.071)
H (1.266, -0.629, -0.960)
H (-0.125, -2.407, 0.532)
H (-3.074, -1.463, 1.106)
H (-2.079, -2.352, 2.189)
H (-1.663, 0.575, 2.262)
H (0.658, 0.192, 2.802)
H (0.391, 1.840, 2.245)
H (0.942, 1.307, -0.004)
H (3.173, 0.559, 1.892)
H (2.667, 2.122, 1.263)
H (4.106, 1.788, -0.305)
H (4.282, 0.221, -0.042)
C (2.548, -3.051, -3.886)
Cl (2.859, -4.657, -3.217)
Cl (3.857, -1.917, -3.530)
H (2.447, -3.132, -4.961)
H (1.637, -2.666, -3.445)
C (1.571, 1.597, -3.885)
Cl (0.991, 2.354, -2.393)
Cl (0.823, 0.019, -4.178)
H (1.317, 2.251, -4.710)
H (2.643, 1.454, -3.816)
C (-0.319, 3.829, -7.057)
Cl (0.774, 4.919, -6.196)
Cl (0.414, 2.238, -7.316)
H (-1.214, 3.700, -6.461)
H (-0.557, 4.259, -8.022)
C (-3.611, 3.124, 2.920)
Cl (-3.345, 1.586, 3.766)
Cl (-2.330, 4.288, 3.254)
H (-3.646, 2.930, 1.852)
H (-4.557, 3.526, 3.264)
C (-6.884, -0.072, 4.296)
Cl (-7.300, 1.581, 3.830)
Cl (-7.223, -1.235, 3.008)
H (-5.824, -0.105, 4.515)
H (-7.466, -0.339, 5.169)
C (-3.792, 1.035, -1.689)
Cl (-4.323, 1.553, -0.076)
Cl (-3.452, 2.407, -2.735)
H (-2.888, 0.445, -1.583)
H (-4.588, 0.448, -2.131)